# 1
{"formula": "C22H49IrN2O2P3", "method": "ωB97M-V/def2-TZVPD", "homo_energy_ev": [-17.84, -19.79], "homo_lumo_gap_ev": [6.0, 4.3], "lumo_ha": [-0.43394, -0.56749], "s2": 8.803, "de_lowest_kcal_mol": 46.8, "charge": 4, "spin_multiplicity": 6, "symbols": ["Ir", "P", "P", "P", "H", "C", "C", "H", "C", "C", "C", "C", "C", "C", "C", "C", "C", "H", "H", "H", "H", "H", "H", "H", "H", "H", "H", "H", "H", "H", "H", "H", "H", "H", "H", "H", "H", "H", "H", "H", "H", "H", "H", "H", "H", "H", "C", "C", "C", "C", "C", "C", "O", "H", "H", "H", "H", "H", "H", "C", "N", "C", "C", "O", "N", "C", "C", "H", "H", "H", "H", "H", "H", "H", "H", "H", "H", "H", "H"], "coordinates": [[0.63671, 0.09040, -0.77605], [1.79492, -0.88558, 0.79740], [1.81988, 2.12745, -0.63910], [-0.60047, -2.02549, -0.61536], [0.63708, 2.85217, -6.37771], [-0.16758, 2.13615, -6.19587], [-1.18101, 2.36993, -5.35758], [-1.06937, 3.00127, -4.50073], [3.23356, -1.74898, 0.08517], [2.55142, 0.18170, 2.10338], [1.23227, -2.18602, 2.02317], [1.23671, 3.36752, -1.84080], [1.83263, 3.09735, 0.92324], [3.54840, 1.73350, -1.08725], [-1.87549, -2.14433, -1.90147], [-1.72564, -2.36418, 0.77633], [0.39547, -3.52140, -1.01621], [-0.13692, 1.23984, -6.84876], [-2.23282, 2.07601, -5.55907], [4.01537, -1.90028, 0.84494], [3.64046, -1.14989, -0.73410], [2.94866, -2.72515, -0.32403], [3.17618, -0.45918, 2.74410], [1.77307, 0.62002, 2.74883], [3.18557, 0.99640, 1.72525], [0.73551, -3.06923, 1.60087], [0.54225, -1.71301, 2.73609], [2.12404, -2.55921, 2.54658], [1.57200, 4.36609, -1.52731], [0.13853, 3.34885, -1.86641], [1.62435, 3.15682, -2.84492], [2.84509, 3.45990, 1.16187], [1.47381, 2.49478, 1.76249], [1.15854, 3.95718, 0.81938], [4.02645, 2.62193, -1.50904], [3.53483, 0.94968, -1.84749], [4.12154, 1.38669, -0.22503], [-2.55649, -2.99173, -1.75808], [-1.36612, -2.27292, -2.85905], [-2.46934, -1.22293, -1.90474], [-2.64708, -2.80453, 0.37913], [-1.97857, -1.42089, 1.28061], [-1.28912, -3.06213, 1.49182], [-0.25969, -4.23745, -1.52362], [0.81520, -4.00138, -0.13080], [1.20879, -3.25763, -1.69839], [-0.87234, 0.46773, -3.37558], [0.04736, -0.08706, -4.31643], [-0.37447, -1.16775, -5.09522], [-1.72430, -1.56576, -5.12654], [-2.64899, -0.73766, -4.45590], [-2.23413, 0.40020, -3.80034], [-0.57268, 0.95427, -2.20530], [1.40564, -0.30892, -2.18606], [0.96219, 0.44914, -4.53504], [0.37763, -1.68202, -5.68980], [-2.00980, -2.54555, -5.52951], [-3.68209, -1.00994, -4.29513], [-2.94918, 1.10293, -3.37767], [-0.91129, 2.43816, 2.96096], [-0.85211, 1.40448, 3.97046], [-0.78034, 1.86886, 5.34812], [-1.57171, 0.27006, 3.62639], [-1.99344, 0.12737, 2.46153], [-1.80681, -0.65194, 4.62468], [-0.81021, -1.04911, 5.60555], [-2.86676, -1.61404, 4.41560], [-1.92948, 2.84442, 2.86831], [-0.62993, 2.03319, 1.98306], [-0.24019, 3.25041, 3.24493], [-1.68112, 1.59507, 5.91681], [0.11577, 1.47032, 5.83878], [-0.68784, 2.95718, 5.32696], [-0.98970, -0.56295, 6.57776], [-0.91519, -2.13404, 5.74925], [0.22711, -0.85826, 5.28670], [-3.53748, -1.24444, 3.64446], [-2.45568, -2.58341, 4.11049], [-3.43211, -1.73908, 5.34598]], "mulliken_spin": [1.601, 0.060, -0.097, -0.056, 0.021, 0.343, 0.341, 0.081, 0.052, 0.039, -0.007, 0.009, 0.006, 0.039, -0.004, -0.005, 0.032, 0.069, 0.041, 0.007, -0.002, -0.016, 0.001, -0.020, 0.004, 0.001, -0.007, 0.004, 0.001, -0.003, 0.000, 0.002, 0.005, -0.001, 0.005, -0.013, 0.000, -0.001, 0.003, 0.001, -0.002, 0.009, -0.002, 0.006, 0.001, -0.017, 0.199, 0.209, -0.031, 0.286, 0.127, 0.090, 0.238, 0.378, 0.009, 0.012, -0.007, -0.001, -0.001, -0.135, 0.208, -0.006, -0.053, 0.013, 0.667, 0.002, -0.014, 0.024, 0.073, 0.008, 0.004, 0.010, 0.002, 0.036, 0.018, 0.017, 0.004, 0.051, 0.028]}

# 2
{"formula": "C22H49N12O22S", "method": "ωB97M-V/def2-TZVPD", "homo_energy_ev": -11.63, "homo_lumo_gap_ev": 8.8, "lumo_ha": -0.10474, "charge": 1, "symbols": ["C", "C", "N", "C", "S", "C", "C", "C", "C", "C", "C", "C", "C", "H", "H", "H", "H", "H", "H", "H", "H", "H", "H", "H", "H", "H", "H", "H", "H", "C", "N", "O", "O", "H", "H", "H", "C", "N", "O", "O", "H", "H", "H", "C", "N", "O", "O", "H", "H", "H", "C", "N", "O", "O", "H", "H", "H", "C", "N", "O", "O", "H", "H", "H", "C", "N", "O", "O", "H", "H", "H", "C", "N", "O", "O", "H", "H", "H", "C", "N", "O", "O", "H", "H", "H", "C", "N", "O", "O", "H", "H", "H", "C", "N", "O", "O", "H", "H", "H", "C", "N", "O", "O", "H", "H", "H"], "coordinates": [[3.00911, 2.30551, 1.44086], [3.38798, 1.28569, 0.69749], [3.89377, 0.01470, 1.26445], [5.13096, 0.27149, 2.08072], [4.31786, -1.13708, -0.04487], [2.86152, -0.73638, 2.12752], [1.42854, -0.49076, 1.76612], [0.96062, -0.60585, 0.45011], [-0.37712, -0.39920, 0.17344], [-1.29403, -0.11343, 1.18863], [-2.74349, 0.08089, 0.84365], [-0.81950, -0.02228, 2.49584], [0.53283, -0.18430, 2.77617], [2.48532, 3.10236, 0.92425], [3.17746, 2.40827, 2.50431], [3.35013, 1.30681, -0.38155], [5.86633, 0.76116, 1.44457], [5.51847, -0.68253, 2.43058], [4.87309, 0.92978, 2.90578], [5.57167, -0.73311, -0.33829], [3.06449, -0.51895, 3.17658], [3.10923, -1.78896, 1.98011], [1.63976, -0.82470, -0.36604], [-0.74012, -0.46238, -0.84458], [-3.19424, 0.86361, 1.45590], [-2.83011, 0.39388, -0.19496], [-3.31386, -0.84190, 0.95332], [-1.51065, 0.18431, 3.30552], [0.86326, -0.09709, 3.80228], [-3.85569, 3.57239, -1.19231], [-4.91605, 2.54857, -1.37832], [-4.57713, 1.38207, -1.47873], [-6.05936, 2.93869, -1.42368], [-2.89508, 3.07106, -1.18087], [-3.93599, 4.25954, -2.02716], [-4.05093, 4.07960, -0.25188], [-3.94206, -1.24620, -3.08891], [-2.76125, -2.12283, -2.85432], [-1.71474, -1.58890, -2.52708], [-2.91080, -3.31301, -2.99573], [-3.63761, -0.22348, -2.91578], [-4.27059, -1.40423, -4.11159], [-4.71342, -1.55004, -2.38735], [-5.83964, 4.26214, -5.65096], [-4.80678, 5.00105, -4.87464], [-4.11840, 4.36705, -4.09232], [-4.71575, 6.18881, -5.06537], [-5.79734, 3.21827, -5.36661], [-6.79984, 4.70585, -5.40714], [-5.61214, 4.40436, -6.70281], [7.85615, 0.42438, -3.46729], [7.90640, 0.30286, -1.98643], [8.96603, 0.11842, -1.45093], [6.84014, 0.39710, -1.38216], [8.86653, 0.32030, -3.84210], [7.19978, -0.35823, -3.83813], [7.44011, 1.40088, -3.69645], [1.16590, -3.89677, 0.91580], [1.68819, -5.27306, 1.14704], [1.62197, -5.72504, 2.26676], [2.16197, -5.84133, 0.18314], [0.78737, -3.50726, 1.85408], [1.99860, -3.30975, 0.54053], [0.38240, -3.95702, 0.16615], [3.37626, 1.64073, 6.17739], [2.31019, 0.64924, 5.85811], [2.64332, -0.50294, 5.66049], [1.17482, 1.06731, 5.81042], [4.32992, 1.12655, 6.18603], [3.33377, 2.41583, 5.41756], [3.14396, 2.06233, 7.15039], [3.51911, 0.43172, -3.52940], [4.09176, 0.39702, -4.90379], [5.07282, -0.29667, -5.08777], [3.54409, 1.07455, -5.74084], [4.11231, -0.21925, -2.89955], [3.55939, 1.46519, -3.19559], [2.48977, 0.09137, -3.59819], [3.12826, 6.93283, 0.49041], [2.00250, 6.05487, 0.06618], [0.88646, 6.34453, 0.42703], [2.28300, 5.09529, -0.63009], [2.72242, 7.73494, 1.09418], [3.82447, 6.31785, 1.05225], [3.60036, 7.30886, -0.41187], [-5.85917, -2.66625, 3.49217], [-6.08226, -2.34907, 2.05383], [-7.22546, -2.20751, 1.68608], [-5.10202, -2.25358, 1.34214], [-6.82714, -2.71494, 3.97842], [-5.33713, -3.61728, 3.53390], [-5.23986, -1.87481, 3.90321], [3.96240, -6.30525, -2.40896], [4.65568, -4.98954, -2.48228], [3.98332, -4.00190, -2.70823], [5.85315, -4.98085, -2.30045], [2.90702, -6.14236, -2.58596], [4.40711, -6.94375, -3.16609], [4.14222, -6.70731, -1.41684], [-10.68275, -2.40222, 2.38056], [-10.60291, -2.57634, 3.85790], [-9.49867, -2.66694, 4.35945], [-11.64810, -2.61578, 4.46533], [-9.67283, -2.38804, 1.99196], [-11.25209, -3.23754, 1.98497], [-11.19968, -1.46673, 2.19118]], "mulliken_charge": [-0.786, 0.106, 0.501, -0.963, 0.033, -1.760, 1.959, -0.354, -0.964, 1.177, -1.255, -1.228, -0.657, 0.276, 0.058, 0.294, 0.313, 0.444, 0.330, 0.182, 0.218, 0.494, 0.646, 0.419, 0.518, 0.124, 0.180, 0.500, 0.235, -0.631, 0.949, -0.520, -0.546, 0.233, 0.239, 0.288, -0.704, 0.893, -0.514, -0.545, 0.244, 0.336, 0.270, -0.701, 0.857, -0.559, -0.507, 0.298, 0.290, 0.290, -0.695, 0.860, -0.499, -0.594, 0.315, 0.297, 0.257, -0.443, 0.928, -0.539, -0.552, 0.319, -0.058, 0.383, -0.746, 0.933, -0.527, -0.515, 0.322, 0.270, 0.289, -0.738, 0.938, -0.536, -0.559, 0.205, 0.342, 0.360, -0.701, 0.852, -0.503, -0.501, 0.305, 0.263, 0.295, -0.624, 0.890, -0.529, -0.562, 0.210, 0.280, 0.275, -0.735, 0.924, -0.514, -0.545, 0.291, 0.311, 0.285, -0.493, 0.885, -0.528, -0.542, 0.145, 0.275, 0.273]}